Record 1
12
Properties=species:S:1:pos:R:3:nbo_charge:R:1 method="wB97M-V/def2-TZVPD" relative_energy_ev=3.553 homo_ev=-8.19 multiplicity=1 e_lumo_ev=-0.122
C 0.86276 -1.05162 -0.84611 -0.42
N 0.63849 0.25382 -0.16814 -0.51
C -0.60396 0.43950 0.66527 -0.40
C -0.62052 1.69863 1.28437 0.22
N -0.60239 2.74981 1.79086 -0.35
C -1.72165 -0.30466 0.32364 0.23
N -2.62786 -0.96913 0.01815 -0.37
H 1.16175 -1.76462 -0.08044 0.23
H 1.66309 -0.95220 -1.58502 0.22
H -0.05394 -1.39502 -1.32942 0.25
H 0.80522 1.04084 -0.81955 0.42
H 1.09900 0.25465 0.74638 0.47

***

Record 2
12
Properties=species:S:1:pos:R:3:nbo_charge:R:1 method="wB97M-V/def2-TZVPD" relative_energy_ev=0.793 homo_ev=-9.30 multiplicity=1 smiles=Nc1cncnc1 e_lumo_ev=0.727
N 1.66232 1.15514 -0.30898 -0.81
C 0.47037 0.41019 -0.15499 0.06
C 0.42597 -0.96330 -0.40158 0.04
N -0.61883 -1.71086 -0.05848 -0.43
C -1.67553 -1.06122 0.42644 0.23
N -1.82786 0.26312 0.48115 -0.43
C -0.74176 0.99594 0.22093 0.04
H 2.31132 0.61561 -0.86389 0.36
H 2.10259 1.32253 0.58487 0.38
H 1.23440 -1.43144 -0.96090 0.19
H -2.49733 -1.67633 0.79375 0.18
H -0.84566 2.08061 0.24166 0.21

***

Record 3
12
Properties=species:S:1:pos:R:3:nbo_charge:R:1 method="wB97M-V/def2-TZVPD" relative_energy_ev=4.467 homo_ev=-10.26 multiplicity=1 smiles=CNC(C#N)C#N e_lumo_ev=-0.060
C -1.57866 0.15035 0.21567 -0.45
N -0.55496 -0.89544 0.02875 -0.55
C 1.02784 -0.29153 0.26300 -0.27
C 1.97056 -0.65079 -0.79995 0.26
N 2.60156 -0.99324 -1.70477 -0.27
C 0.98399 1.17016 0.46294 0.32
N 0.21594 2.05963 0.53325 -0.34
H -2.21160 0.39638 -0.68522 0.20
H -0.88573 1.22983 0.58644 0.25
H -2.25731 -0.24796 1.00481 0.21
H -0.61104 -1.16010 -0.95775 0.37
H 1.43077 -0.74664 1.19403 0.28

***

Record 4
12
Properties=species:S:1:pos:R:3:nbo_charge:R:1 method="wB97M-V/def2-TZVPD" relative_energy_ev=5.336 homo_ev="-7.16 / -7.10" multiplicity=1 e_lumo_ev="0.184 / 0.236"
C -1.16255 0.35075 0.78862 -0.56
C 1.43852 -0.92373 0.10692 0.59
C -0.58145 0.87287 -0.40740 0.34
C -0.83961 -1.03618 0.22030 -0.04
N 0.38797 -1.58405 0.25592 -0.48
N 2.48835 -0.70024 -0.48884 -0.67
N -0.45618 1.89030 -1.09112 -0.61
H 3.15917 -0.06859 -0.06789 0.38
H 0.09600 1.81429 -1.94708 0.37
H -2.23703 0.53031 0.85576 0.25
H -0.63783 0.58080 1.72627 0.23
H -1.65536 -1.72653 0.04853 0.21

***

Record 5
12
Properties=species:S:1:pos:R:3:nbo_charge:R:1 method="wB97M-V/def2-TZVPD" relative_energy_ev=3.814 homo_ev=-9.50 multiplicity=1 e_lumo_ev=0.772
C 1.10939 0.60443 0.15271 -0.43
C 1.08814 -0.89487 -0.06775 -0.18
C -1.66083 0.89414 -0.05805 -0.14
C -0.34020 0.56351 -0.11061 0.09
H 1.76264 1.17095 -0.52358 0.22
H 1.50991 0.84216 1.19234 0.24
H 1.60789 -1.25073 -1.07089 0.21
H 1.44795 -1.54665 0.71838 0.21
H -2.13572 1.93215 -0.31410 0.22
N -0.37809 -0.77889 -0.08837 -0.18
N -1.63425 -1.27262 0.06008 -0.04
N -2.37683 -0.26357 0.10984 -0.22

***

Record 6
12
Properties=species:S:1:pos:R:3:nbo_charge:R:1 method="wB97M-V/def2-TZVPD" relative_energy_ev=2.615 homo_ev=-9.54 multiplicity=1 smiles="N=C1C=NCN=C1" e_lumo_ev=0.089
N 0.86067 0.63341 1.63665 -0.56
C -0.13681 0.53394 0.85043 0.15
C -0.94956 -0.69902 0.62886 0.03
N -0.69630 -1.33044 -0.44591 -0.35
C 0.34489 -0.65263 -1.23281 -0.16
N 0.08461 0.77837 -1.46129 -0.35
C -0.17169 1.38857 -0.37545 0.07
H 0.92754 -0.19657 2.23286 0.34
H 1.27391 -0.68399 -0.62741 0.21
H -1.71104 -1.05774 1.32308 0.21
H 0.51231 -1.17793 -2.17179 0.21
H -0.33854 2.46405 -0.35724 0.21